A cluster of 2 separate species, C4H3I in total, computed with ωB97M-V with the def2-TZVPD basis set.

Values from the calculation:
net charge	0
SMILES	C#CC#C.I
orbital gap	10.2	eV
E_HOMO	-9.64	eV
energy above the lowest of the compared OMol25 structures with the same formula, charge and spin	157.3	kJ/mol
LUMO energy	0.60	eV

CARTESIAN COORDINATES (ANGSTROEM)
C (1.171, -1.592, -0.542)
C (1.254, -0.399, -0.392)
C (1.100, 0.896, 0.061)
C (0.624, 1.918, 0.492)
H (0.911, -2.575, -0.657)
H (0.317, 2.824, 1.019)
I (-2.540, 0.013, -0.555)
H (-2.835, -1.084, 0.574)



A structure of composition C37H29BrIN5O2PSTi, computed with ωB97M-V with the def2-TZVPD basis set.

Values from the calculation:
net charge	+3
orbital gap (spin up / spin down)	5.9 / 5.9	eV
E_HOMO (spin up / spin down)	-16.37 / -16.37	eV
energy above the lowest of the compared OMol25 structures with the same formula, charge and spin	0.0	kJ/mol
LUMO energy (spin up / spin down)	-10.42 / -10.42	eV

CARTESIAN COORDINATES (ANGSTROEM)
Ti (0.344, -0.015, 0.361)
N (-1.069, 0.667, 3.338)
P (-0.166, 1.664, 2.274)
C (-1.340, 2.935, 1.669)
C (-2.690, 2.676, 1.378)
C (-3.549, 3.716, 1.023)
C (-3.058, 5.019, 0.984)
C (-1.750, 5.259, 1.260)
C (-0.855, 4.232, 1.568)
C (1.068, 2.399, 3.308)
C (0.714, 3.043, 4.487)
C (1.600, 3.844, 5.157)
C (2.914, 4.011, 4.611)
C (3.269, 3.391, 3.421)
C (2.334, 2.586, 2.750)
C (-1.531, -0.550, 2.881)
C (-2.267, -1.376, 3.748)
C (-2.700, -2.600, 3.286)
C (-2.316, -2.981, 1.973)
C (-1.542, -2.179, 1.252)
N (-1.148, -0.929, 1.665)
H (-1.470, 0.922, 4.212)
H (-3.065, 1.622, 1.420)
H (-4.580, 3.552, 0.845)
H (-3.760, 5.801, 0.721)
H (-1.325, 6.272, 1.273)
H (0.128, 4.484, 1.870)
H (-0.273, 2.928, 4.936)
H (1.387, 4.286, 6.111)
H (3.660, 4.570, 5.134)
H (4.289, 3.436, 3.000)
H (2.600, 2.070, 1.859)
H (-2.495, -1.014, 4.772)
H (-3.316, -3.299, 3.824)
H (-2.591, -3.924, 1.551)
H (-1.229, -2.442, 0.259)
O (-0.133, -3.051, -7.116)
C (-0.102, -3.845, -6.036)
O (-0.465, -4.982, -6.073)
C (0.348, -3.248, -4.727)
C (0.137, -4.021, -3.563)
C (0.396, -3.494, -2.311)
C (0.876, -2.183, -2.214)
C (1.152, -1.415, -3.361)
C (0.878, -1.991, -4.607)
N (1.211, -1.734, -0.865)
C (2.193, -2.352, -0.340)
C (2.570, -2.054, 1.022)
C (3.638, -2.704, 1.589)
C (4.070, -2.405, 2.874)
C (3.232, -1.493, 3.568)
C (2.143, -0.886, 2.943)
N (1.823, -1.129, 1.678)
H (0.401, -2.232, -7.071)
H (-0.304, -4.971, -3.718)
H (0.223, -4.105, -1.430)
H (1.636, -0.421, -3.323)
H (1.169, -1.421, -5.531)
H (2.779, -3.080, -0.910)
H (4.153, -3.422, 0.956)
H (4.958, -2.864, 3.286)
H (3.460, -1.279, 4.577)
H (1.559, -0.141, 3.479)
Br (-3.112, -2.388, -2.368)
C (-2.393, -1.189, -3.635)
C (-2.450, -1.574, -4.958)
C (-1.808, -0.826, -5.950)
C (-1.169, 0.351, -5.586)
C (-1.216, 0.799, -4.294)
C (-1.860, 0.048, -3.334)
I (-2.041, 0.754, -1.370)
H (-2.948, -2.535, -5.172)
H (-1.874, -1.184, -6.957)
H (-0.750, 1.004, -6.374)
H (-0.788, 1.755, -4.054)
S (1.696, 3.863, -1.609)
C (1.370, 2.530, -0.897)
N (1.122, 1.442, -0.400)



An isolated molecule of C9H8Cl2N2O2, computed with ωB97M-V with the def2-TZVPD basis set.

Values from the calculation:
net charge	0
orbital gap (spin up / spin down)	7.6 / 6.9	eV
E_HOMO (spin up / spin down)	-8.53 / -7.69	eV
energy above the lowest of the compared OMol25 structures with the same formula, charge and spin	215.7	kJ/mol
LUMO energy (spin up / spin down)	-0.90 / -0.82	eV

CARTESIAN COORDINATES (ANGSTROEM)
C (-0.937, -0.072, 2.912)
C (-1.001, 1.033, 2.015)
C (-0.597, -1.353, 2.371)
C (-0.710, 0.906, 0.702)
C (-0.625, -1.541, 0.949)
C (-0.685, -0.402, 0.095)
C (1.566, 1.472, -1.085)
C (-0.578, 0.634, -2.273)
C (-0.630, -0.520, -1.317)
N (1.521, -0.803, -1.899)
N (2.068, 0.195, -1.224)
O (2.138, 2.293, -0.445)
O (0.368, 1.701, -1.765)
Cl (-1.571, -1.893, -1.816)
Cl (3.272, -0.188, 0.039)
H (-1.091, 0.044, 3.942)
H (-1.136, 1.967, 2.461)
H (-0.452, -2.183, 3.011)
H (-0.812, 1.660, 0.001)
H (-0.451, -2.551, 0.508)
H (0.050, 0.136, -3.114)
H (-1.484, 1.171, -2.481)
H (1.776, -1.707, -1.587)



A cluster of 15 separate species, C5H42N2O14 in total, computed with ωB97M-V with the def2-TZVPD basis set.

Values from the calculation:
net charge	0
orbital gap	9.6	eV
E_HOMO	-9.41	eV
energy above the lowest of the compared OMol25 structures with the same formula, charge and spin	2.1	kJ/mol
LUMO energy	0.21	eV

CARTESIAN COORDINATES (ANGSTROEM)
C (2.373, -1.549, 1.987)
N (1.073, -0.928, 1.762)
C (0.675, -0.166, 2.946)
C (1.145, -0.053, 0.567)
C (-0.119, 0.068, -0.264)
N (-1.142, 0.907, 0.370)
C (-2.021, 1.514, -0.638)
H (2.657, -2.137, 1.121)
H (2.325, -2.224, 2.831)
H (3.188, -0.824, 2.123)
H (1.125, 0.828, 2.982)
H (-0.405, -0.055, 2.951)
H (0.987, -0.670, 3.859)
H (1.492, 0.945, 0.858)
H (1.914, -0.470, -0.066)
H (-0.518, -0.918, -0.498)
H (0.181, 0.512, -1.206)
H (-1.696, 0.304, 0.955)
H (-1.436, 2.206, -1.250)
H (-2.484, 0.767, -1.290)
H (-2.804, 2.101, -0.143)
H (-2.472, -1.887, 3.323)
H (-2.987, -0.384, 3.356)
O (-3.110, -1.258, 2.920)
H (3.777, 3.369, 1.325)
H (2.422, 3.555, 0.526)
O (3.410, 3.444, 0.431)
H (0.269, 2.814, 0.702)
H (0.691, 3.618, -0.524)
O (0.683, 3.643, 0.472)
H (-3.374, 1.908, 3.868)
H (-2.078, 1.738, 3.040)
O (-2.597, 1.363, 3.768)
H (1.212, 0.740, -3.788)
H (-0.341, 0.949, -3.826)
O (0.519, 1.410, -3.949)
H (-3.196, -1.837, 1.257)
H (-3.724, -3.120, 0.577)
O (-3.072, -2.413, 0.453)
H (2.105, 3.070, -2.125)
H (0.767, 2.701, -2.786)
O (1.163, 3.317, -2.138)
H (-1.976, -0.744, -3.060)
H (-2.730, 0.335, -3.858)
O (-1.860, 0.087, -3.572)
H (-1.413, -2.623, -2.160)
H (-2.642, -2.157, -1.327)
O (-2.305, -2.194, -2.242)
H (-1.398, -3.001, 0.769)
H (-0.008, -2.400, 1.194)
O (-0.470, -3.256, 1.002)
H (3.250, 0.741, -2.741)
H (3.696, -0.363, -3.726)
O (2.986, -0.120, -3.138)
H (-0.941, -3.360, 2.820)
H (-0.311, -2.526, 3.933)
O (-1.136, -2.974, 3.708)
H (0.110, -3.341, -0.733)
H (0.995, -2.538, -1.754)
O (0.267, -3.191, -1.693)
H (4.399, 2.861, -2.302)
H (3.705, 2.520, -0.976)
O (3.731, 2.283, -1.920)



Look up the net charge of the fourth one.
0